(1)
One molecule with the formula C4H7NO. Source: OMol25; level of theory: ωB97M-V/def2-TZVPD.

Summary:
- HOMO (eV) = -8.83
- gap between HOMO and LUMO (eV) = 9.729
- energy relative to the best compared isomer or geometry (same formula, charge and spin) (kcal per mole) = 58.3
- electronic energy (Eh) = -286.53875
- total charge = 0
- largest force on an atom (eV Å⁻¹) = 0.6
- structure (SMILES) = NC[C@@H]1CC1=O

Positions of all 13 atoms, in Å:
O -0.34399 2.36679 -0.85455
N -1.29316 -0.18940 0.85990
C -0.60388 -0.97381 -0.16296
C 0.43284 -0.08626 -0.82769
C 0.23676 1.35563 -0.58271
C 1.34718 0.71306 0.14580
H -2.28537 -0.37386 0.90248
H -0.89172 -0.30820 1.77986
H 1.27732 0.47235 1.20417
H 0.87041 -0.42352 -1.76627
H 2.34934 0.96623 -0.18923
H -0.12858 -1.88310 0.23772
H -1.32958 -1.29781 -0.91464

natural (NBO) population analysis, charges in e, atoms 1 to 5: O -0.49; N -0.85; C -0.21; C -0.35; C 0.64

(2)
Be4Ca4O28P7 as an isolated structure. Source: OMol25; level of theory: ωB97M-V/def2-TZVPD.

Summary:
- HOMO (eV) = 4.34
- gap between HOMO and LUMO (eV) = 2.228
- electronic energy (Eh) = -7265.72805
- total charge = -5
- largest force on an atom (eV Å⁻¹) = 7.5

Positions of all 43 atoms, in Å:
Ca -3.85203 0.38781 1.11858
Ca -0.92676 -0.40715 -2.72395
Ca 2.69143 2.83490 2.10105
Ca 1.88291 -0.65264 -0.53577
P 1.27592 5.34647 1.57604
P -3.27980 -1.32815 -1.51988
P 1.98652 -3.78440 0.69638
P -2.04217 2.19487 -3.95847
P -0.33240 -2.71068 4.83768
P 2.87887 -1.79038 -2.83904
P -0.36023 0.81568 0.42036
O 1.53212 -1.26900 -2.63819
O -2.39936 1.65718 -5.37928
O 0.14326 -0.41631 1.22920
O -1.78618 -1.37300 -0.96420
O 1.74899 4.75206 2.90358
O -1.60790 -3.37374 4.32815
O -4.23088 -0.26781 -1.06108
O -0.91685 -1.47705 5.56737
O 0.56637 1.87210 0.86430
O 1.74443 -5.09989 -0.26874
O 1.43315 6.85775 1.41465
O -3.14597 1.65290 -3.15968
O -3.80892 -2.75448 -1.56184
O 3.53499 -3.70734 0.45494
O 2.93984 -3.29851 -2.58512
O 3.57706 -1.19408 -4.00809
O -2.13366 3.72926 -4.21606
O -0.20038 5.27045 1.31405
O -0.67875 1.63566 -3.49842
O 1.99557 4.46997 0.61270
O 2.01458 -3.99313 2.30276
O -1.75930 1.29176 0.66255
O 0.38218 -2.08309 3.64783
O -2.94423 -1.07503 -3.01209
O 0.09062 0.63901 -1.19103
O 1.07274 -2.72620 0.09452
O 0.91462 -3.46006 5.36519
O 3.80597 -1.43687 -1.64600
Be 1.14960 2.85998 -1.41913
Be -0.12521 0.27270 4.00019
Be -0.99165 -2.47753 1.15687
Be -1.83914 3.61603 1.51710

Löwdin population analysis, charges in e, atoms 1 to 5: Ca 1.29; Ca 1.39; Ca 1.38; Ca 1.32; P -0.28

(3)
A 2-piece molecular cluster, C6H14N2O2 overall. Source: OMol25; level of theory: ωB97M-V/def2-TZVPD.

Summary:
- HOMO (eV) = -9.19
- gap between HOMO and LUMO (eV) = 9.825
- energy relative to the best compared isomer or geometry (same formula, charge and spin) (kcal per mole) = 4.1
- electronic energy (Eh) = -497.05099
- total charge = 0
- largest force on an atom (eV Å⁻¹) = 1.9
- structure (SMILES) = CCC(N)=O.CCC(N)=O

Positions of all 24 atoms, in Å:
O -0.45379 3.02868 -1.86975
O -0.49311 -0.89215 0.09929
N -1.32724 -0.11124 2.02093
N 0.07121 0.89828 -2.35385
C 0.16339 2.01890 -1.58688
C -0.00528 -3.47620 0.96232
C -0.82962 -1.11046 1.24874
C 2.21006 0.95689 -0.38157
C -0.80863 -2.50642 1.84759
C 1.16099 2.08542 -0.44822
H 2.95856 1.12463 -1.15845
H -1.44240 0.79648 1.63460
H 2.71958 0.99712 0.57984
H 1.70132 0.00746 -0.52058
H -0.53415 -2.44632 2.89416
H 0.55419 1.98044 0.46496
H 1.05699 -3.26845 0.93511
H -0.46312 -3.41889 -0.00628
H -1.84078 -2.85321 1.81500
H 0.18833 0.00060 -1.91071
H -0.26727 -4.47470 1.31934
H -1.42402 -0.18562 3.01812
H -0.66755 0.93390 -3.03722
H 1.56209 3.08097 -0.38883

natural (NBO) population analysis, charges in e, atoms 1 to 5: O -0.63; O -0.66; N -0.82; N -0.83; C 0.68

(4)
One molecule with the formula CH7ISi2. Source: OMol25; level of theory: ωB97M-V/def2-TZVPD.

Summary:
- HOMO (eV) = -8.64
- gap between HOMO and LUMO (eV) = 7.596
- energy relative to the best compared isomer or geometry (same formula, charge and spin) (kcal per mole) = 35.1
- electronic energy (Eh) = -918.90205
- total charge = 0
- largest force on an atom (eV Å⁻¹) = 4.2
- structure (SMILES) = [SiH3]C[SiH2]I

Positions of all 11 atoms, in Å:
I 3.28623 -1.26563 1.89523
Si -1.51002 0.58521 -0.36749
Si 1.40090 -0.21801 -0.34386
C -0.23059 -0.62589 0.35916
H -0.68862 -1.65468 0.29481
H -2.64905 0.88785 0.50436
H -2.23742 0.31543 -1.54881
H -1.15306 1.85982 -0.87542
H 1.70570 1.12809 0.14812
H -0.30936 -0.34157 1.45069
H 2.38529 -0.67061 -1.51680

natural (NBO) population analysis, charges in e, atoms 1 to 5: I -0.50; Si 0.83; Si 1.11; C -1.40; H 0.31

(5)
C20H24IN4OYb as an isolated structure. Source: OMol25; level of theory: ωB97M-V/def2-TZVPD.

Summary:
- HOMO (spin up / spin down) (eV) = 2.02 / 1.08
- gap between HOMO and LUMO (spin up / spin down) (eV) = 2.735 / 3.642
- energy relative to the best compared isomer or geometry (same formula, charge and spin) (kcal per mole) = 0.0
- expectation value of S² = 0.7721
- electronic energy (Eh) = -2526.79279
- total charge = -2
- multiplicity = 2
- largest force on an atom (eV Å⁻¹) = 5.5

Positions of all 51 atoms, in Å:
Yb -0.62800 1.04168 0.28377
I -1.76756 -3.86866 0.58890
O -1.15839 -0.08958 -2.63296
N 1.35528 -3.25202 0.48822
N -3.50262 1.74874 -1.73712
N -2.83109 1.49099 0.29166
N 1.58638 -2.14490 2.33919
C 1.25832 -0.74193 0.35486
C -3.60810 2.64394 0.28795
C 1.67975 -3.48132 2.65114
C -2.66238 0.70426 1.52492
C 1.32358 -1.99946 1.01681
C 1.15665 -3.57839 -0.90456
C 4.74664 2.29487 -1.25135
C -2.65577 1.00297 -1.02381
C -1.93375 -0.23604 -1.67455
C 4.54818 3.49040 -0.53799
C 1.48360 -4.17367 1.49763
C -2.36242 -1.63155 -1.05492
C -4.01348 2.77792 -0.98797
C 2.43322 2.61009 0.27125
C 1.75962 0.30593 -0.12130
C 3.81347 1.26575 -1.18103
C -3.96764 1.46799 -3.05952
C 3.38069 3.64182 0.22020
C 1.87211 -1.04094 3.22376
C 2.64134 1.38661 -0.39104
H -2.04497 1.23137 2.28846
H 3.20233 4.56488 0.78679
H 5.64932 2.19932 -1.87001
H 1.99659 -4.20154 -1.23870
H 2.65532 -0.40490 2.79045
H 1.55222 2.74229 0.90779
H 5.28332 4.29713 -0.57930
H 3.99372 0.33681 -1.71258
H 1.10560 -2.64991 -1.47109
H -3.66517 0.55936 1.96948
H -3.14786 1.40057 -3.74420
H 0.97338 -0.42399 3.36753
H -2.55937 -2.36461 -1.84968
H -1.44333 -1.91103 -0.47225
H 0.21956 -4.13587 -1.04551
H -3.24568 -1.47809 -0.46847
H -4.50730 0.53400 -3.12801
H -3.88452 3.12230 1.22722
H -4.71266 3.49701 -1.40581
H 2.23412 -1.45315 4.17297
H -4.63711 2.28341 -3.31563
H -2.25433 -0.30764 1.31755
H 1.89579 -3.83963 3.63975
H 1.39345 -5.23360 1.35109

natural (NBO) population analysis, charges in e, atoms 1 to 5: Yb 0.54; I -0.91; O -0.71; N -0.37; N -0.38

(6)
C4H7FS as an isolated structure. Source: OMol25; level of theory: ωB97M-V/def2-TZVPD.

Summary:
- HOMO (eV) = -8.71
- gap between HOMO and LUMO (eV) = 9.593
- energy relative to the best compared isomer or geometry (same formula, charge and spin) (kcal per mole) = 35.7
- electronic energy (Eh) = -654.60801
- total charge = 0
- largest force on an atom (eV Å⁻¹) = 3.0

Positions of all 13 atoms, in Å:
S 2.00928 -0.36109 -0.41585
F -2.33864 -0.49510 -0.16399
C -0.12370 -0.02610 0.47225
C 0.53455 -1.32943 0.15448
C -1.22119 0.29106 -0.51280
C 0.97525 0.93935 0.16997
H -0.38281 0.04853 1.49752
H 0.91902 1.82464 -0.45173
H -0.96537 0.01690 -1.57876
H 0.06739 -1.92565 -0.67998
H 0.75290 -1.85978 1.07827
H 1.25833 1.47240 1.09967
H -1.48499 1.40426 -0.66905

natural (NBO) population analysis, charges in e, atoms 1 to 5: S 0.19; F -0.38; C -0.30; C -0.48; C 0.06